1.
DFT (ωB97M-V/def2-TZVPD) results for a structure of composition C30H30IMnNOPSi.

Geometry as ORCA input:
```
! RIJCOSX wB97M-V def2-TZVPD def2/J DEFGRID3
* xyz 2 3
Mn -0.739 -0.383 -0.329
I -0.645 -0.497 2.189
C -1.360 -2.346 2.959
C -1.539 -2.221 4.307
C -2.001 -3.292 5.082
C -2.278 -4.474 4.467
C -2.106 -4.627 3.070
C -2.425 -5.881 2.497
C -2.286 -6.111 1.164
C -1.801 -5.076 0.353
C -1.472 -3.831 0.853
P -0.887 -2.703 -0.433
C 0.098 -3.692 -1.582
C 1.283 -4.242 -1.093
C 2.108 -4.974 -1.934
C 1.753 -5.159 -3.264
C 0.564 -4.630 -3.747
C -0.268 -3.900 -2.910
C -2.322 -2.008 -1.297
C -2.063 -1.196 -2.414
C -3.094 -0.480 -3.014
C -4.376 -0.559 -2.497
C -4.635 -1.344 -1.373
C -3.615 -2.059 -0.766
C -1.623 -3.552 2.254
H -1.324 -1.280 4.800
H -2.129 -3.163 6.148
H -2.638 -5.323 5.035
H -2.784 -6.661 3.158
H -2.530 -7.070 0.729
H -1.670 -5.270 -0.704
H 1.548 -4.127 -0.048
H 3.023 -5.404 -1.548
H 2.399 -5.727 -3.920
H 0.275 -4.796 -4.776
H -1.202 -3.514 -3.296
H -1.068 -1.179 -2.856
H -2.893 0.125 -3.888
H -5.184 -0.018 -2.973
H -5.641 -1.408 -0.980
H -3.818 -2.677 0.102
O -1.389 1.414 -0.729
N -1.956 2.240 0.166
C -3.291 2.225 0.301
C -3.910 3.091 1.173
C -3.142 3.982 1.909
C -1.766 3.978 1.746
C -1.190 3.094 0.862
H -3.800 1.502 -0.322
H -4.986 3.065 1.267
H -3.611 4.675 2.594
H -1.132 4.662 2.293
H -0.132 3.031 0.658
C 1.693 -0.512 -2.476
Si 1.733 -0.065 -0.661
C 2.855 -1.113 0.380
C 2.055 1.757 -0.433
H 2.652 -0.179 -2.894
H 0.915 0.019 -3.028
H 1.606 -1.585 -2.657
H 3.864 -1.046 -0.041
H 2.569 -2.164 0.381
H 2.904 -0.760 1.411
H 3.075 1.973 -0.771
H 1.987 2.087 0.606
H 1.373 2.343 -1.053
*
```

Summary:
Highest occupied orbital energy (alpha / beta) = -0.503 / -0.501 hartree
Kohn-Sham gap (alpha / beta) = 6.875 / 7.960 eV
F_max = 0.5 eV Å⁻¹

=====

2.
DFT (ωB97M-V/def2-TZVPD) results for a structure of composition C30H30IrN3O5Se2Te3.

Geometry as ORCA input:
```
! RIJCOSX wB97M-V def2-TZVPD def2/J DEFGRID3
* xyz -1 6
Ir -2.345 -2.036 -2.112
Se -4.342 -0.232 -2.327
Te -3.033 1.036 -3.904
Te -1.708 -1.236 -4.764
Se 0.672 -0.669 -4.909
O 0.204 -7.413 -1.290
C 1.171 -6.542 -1.508
O 2.343 -6.839 -1.425
C 0.764 -5.157 -1.868
C 1.657 -4.154 -2.190
N 0.942 -3.050 -2.453
N -0.367 -3.281 -2.340
C -0.504 -4.544 -1.983
C -1.911 -5.047 -1.845
O -2.083 -6.247 -1.581
O -2.820 -4.188 -2.040
H -0.715 -7.004 -1.421
H 2.731 -4.180 -2.257
H 1.221 -2.175 -2.897
C 5.384 2.259 3.082
C 4.187 1.724 2.343
C 4.321 0.741 1.374
C 3.221 0.235 0.684
C 3.463 -0.847 -0.342
C 1.947 0.749 0.963
Te 0.252 -0.152 -0.156
N -1.726 -1.073 -0.301
C -2.650 -1.467 0.559
O -3.652 -2.089 0.124
C -2.581 -1.160 2.026
C -3.741 -0.738 2.668
C -3.716 -0.397 4.010
C -2.534 -0.502 4.734
C -1.384 -0.962 4.111
C -1.407 -1.288 2.760
C -0.468 1.726 -0.857
C -1.682 2.275 -0.435
C -2.537 1.696 0.655
C -2.135 3.448 -1.040
C -1.420 4.088 -2.037
C -1.955 5.321 -2.713
C -0.194 3.551 -2.405
C 0.305 2.389 -1.829
C 1.671 1.925 -2.247
C 1.787 1.708 1.968
C 0.431 2.229 2.360
C 2.911 2.189 2.631
H 6.309 1.826 2.700
H 5.322 2.032 4.148
H 5.454 3.344 2.984
H 5.308 0.351 1.146
H 4.524 -1.094 -0.386
H 3.146 -0.537 -1.338
H 2.918 -1.763 -0.103
H -4.656 -0.679 2.091
H -4.620 -0.052 4.497
H -2.514 -0.240 5.785
H -0.465 -1.072 4.674
H -0.511 -1.662 2.283
H -1.960 1.102 1.359
H -3.310 1.047 0.237
H -3.029 2.499 1.206
H -3.081 3.865 -0.710
H -2.814 5.724 -2.177
H -2.274 5.093 -3.733
H -1.194 6.100 -2.777
H 0.400 4.046 -3.166
H 2.041 2.536 -3.069
H 1.641 0.893 -2.596
H 2.377 1.997 -1.416
H -0.263 1.406 2.544
H -0.001 2.851 1.572
H 0.497 2.826 3.269
H 2.781 2.942 3.403
*
```

Summary:
Highest occupied orbital energy (alpha / beta) = -0.150 / -0.190 hartree
Energy above the lowest of the compared OMol25 structures with the same formula, charge and spin = 23.1 kcal/mol
Kohn-Sham gap (alpha / beta) = 5.624 / 5.249 eV
F_max = 0.5 eV Å⁻¹

=====

3.
DFT (ωB97M-V/def2-TZVPD) results for a structure of composition C30H30KN5O2S.

Geometry as ORCA input:
```
! RIJCOSX wB97M-V def2-TZVPD def2/J DEFGRID3
* xyz 0 1
K 0.385 -0.794 0.647
C -2.241 -2.651 -0.723
C -1.783 -3.630 0.315
C -2.604 -4.660 0.765
C -2.141 -5.500 1.759
C -0.870 -5.302 2.274
C -0.102 -4.263 1.761
N -0.555 -3.447 0.809
C 1.276 -4.001 2.280
C 2.023 -5.012 2.880
C 3.276 -4.707 3.377
C 3.759 -3.417 3.250
C 2.966 -2.472 2.606
N 1.752 -2.764 2.142
C 3.451 -1.074 2.402
C 4.806 -0.801 2.260
C 5.198 0.514 2.071
C 4.235 1.505 2.026
C 2.895 1.149 2.161
C 1.792 2.163 2.070
N 2.523 -0.117 2.348
H -3.175 -2.960 -1.188
H -1.484 -2.542 -1.500
H -2.401 -1.668 -0.270
H -3.594 -4.782 0.346
H -2.766 -6.297 2.140
H -0.500 -5.927 3.074
H 1.640 -6.020 2.946
H 3.874 -5.469 3.861
H 4.725 -3.147 3.653
H 5.536 -1.598 2.270
H 6.245 0.761 1.952
H 4.503 2.543 1.881
H 2.164 3.178 2.206
H 1.024 1.961 2.814
H 1.315 2.105 1.087
O -5.089 -0.027 -5.433
C -5.647 0.059 -4.195
O -6.820 -0.164 -4.068
C -4.721 0.339 -3.069
C -5.266 0.751 -1.851
C -4.461 1.013 -0.762
C -3.063 0.854 -0.822
S -2.064 1.134 0.576
C -2.529 0.437 -2.057
C -3.337 0.186 -3.151
H -4.169 0.259 -5.389
H -6.341 0.862 -1.781
H -4.900 1.334 0.174
H -1.458 0.287 -2.139
H -2.865 -0.178 -4.059
N 1.340 0.674 -1.413
C 1.095 1.729 -1.822
N 0.779 2.920 -2.302
C -0.486 3.523 -1.825
C -0.242 4.378 -0.591
C 0.869 5.397 -0.832
C 2.150 4.710 -1.303
C 1.880 3.863 -2.540
H -1.184 2.721 -1.597
H -0.884 4.119 -2.650
H 0.015 3.710 0.236
H -1.175 4.867 -0.304
H 1.061 5.975 0.074
H 0.548 6.113 -1.597
H 2.541 4.064 -0.510
H 2.925 5.445 -1.532
H 2.757 3.292 -2.839
H 1.591 4.497 -3.382
*
```

Summary:
Highest occupied orbital energy = -0.240 hartree
Energy above the lowest of the compared OMol25 structures with the same formula, charge and spin = 2.9 kcal/mol
Kohn-Sham gap = 6.312 eV
F_max = 0.5 eV Å⁻¹

=====

4.
DFT (ωB97M-V/def2-TZVPD) results for a cluster of 6 separate species, C30H30N6 in total.

Geometry as ORCA input:
```
! RIJCOSX wB97M-V def2-TZVPD def2/J DEFGRID3
* xyz 0 1
C 4.388 -0.372 -0.604
C 3.697 -0.919 -1.673
C 4.330 -1.006 -2.902
N 5.585 -0.619 -3.102
C 6.242 -0.111 -2.072
C 5.697 0.047 -0.808
H 3.925 -0.284 0.371
H 2.665 -1.227 -1.553
H 3.829 -1.466 -3.747
H 7.262 0.220 -2.245
H 6.256 0.488 0.006
C -2.230 6.251 0.997
C -1.960 4.978 1.454
C -1.308 4.839 2.679
N -1.039 5.852 3.489
C -1.365 7.080 3.051
C -1.925 7.330 1.815
H -2.788 6.404 0.082
H -2.161 4.093 0.865
H -1.100 3.841 3.053
H -1.056 7.872 3.724
H -2.033 8.357 1.492
C 0.759 -0.760 0.872
C 0.149 -0.839 2.117
C -0.829 0.092 2.431
N -1.121 1.138 1.661
C -0.623 1.125 0.429
C 0.332 0.221 -0.010
H 1.545 -1.456 0.597
H 0.467 -1.575 2.842
H -1.308 0.080 3.403
H -0.857 1.949 -0.238
H 0.658 0.254 -1.042
C 0.425 2.503 -3.595
C -0.650 1.761 -3.130
C -0.669 0.403 -3.416
N 0.262 -0.236 -4.111
C 1.290 0.488 -4.539
C 1.428 1.845 -4.289
H 0.506 3.559 -3.369
H -1.462 2.165 -2.542
H -1.482 -0.209 -3.033
H 2.029 -0.014 -5.155
H 2.329 2.355 -4.601
C -5.052 -3.257 4.968
C -3.919 -3.715 4.304
C -2.830 -2.871 4.204
N -2.798 -1.633 4.695
C -3.882 -1.208 5.331
C -5.031 -1.975 5.481
H -5.908 -3.904 5.109
H -3.899 -4.690 3.835
H -1.936 -3.196 3.679
H -3.839 -0.213 5.759
H -5.904 -1.552 5.961
C 0.791 -3.539 -3.445
C 0.914 -4.875 -3.791
C 0.685 -5.830 -2.814
N 0.375 -5.539 -1.554
C 0.313 -4.260 -1.222
C 0.521 -3.227 -2.127
H 0.942 -2.757 -4.178
H 1.176 -5.182 -4.795
H 0.728 -6.887 -3.055
H 0.070 -3.989 -0.198
H 0.393 -2.201 -1.802
*
```

Summary:
Highest occupied orbital energy = -0.351 hartree
Energy above the lowest of the compared OMol25 structures with the same formula, charge and spin = 17.6 kcal/mol
Kohn-Sham gap = 10.129 eV
F_max = 1.0 eV Å⁻¹

=====

5.
DFT (ωB97M-V/def2-TZVPD) results for a structure of composition C30H30N9O6SW.

Geometry as ORCA input:
```
! RIJCOSX wB97M-V def2-TZVPD def2/J DEFGRID3
* xyz 1 3
W -0.345 0.541 0.782
C 1.481 0.243 4.696
O 0.507 -0.690 5.197
C -0.807 -0.440 4.941
C -1.702 -0.561 5.985
C -3.076 -0.389 5.790
C -3.553 -0.081 4.543
C -2.668 0.051 3.458
C -3.177 0.369 2.164
N -2.473 0.622 1.116
N -3.217 1.011 0.007
C -2.463 1.614 -0.844
O -1.181 1.788 -0.600
C -2.993 2.096 -2.129
C -4.333 1.902 -2.460
C -4.814 2.333 -3.684
C -3.964 2.961 -4.585
C -2.630 3.160 -4.259
C -2.143 2.729 -3.034
C -1.292 -0.149 3.651
O -0.467 -0.135 2.632
H 2.396 0.037 5.243
H 1.166 1.266 4.901
H 1.652 0.121 3.631
H -1.302 -0.798 6.963
H -3.752 -0.490 6.628
H -4.614 0.071 4.375
H -4.253 0.466 2.037
H -4.986 1.417 -1.745
H -5.856 2.184 -3.936
H -4.344 3.300 -5.541
H -1.969 3.656 -4.957
H -1.108 2.886 -2.764
N -1.173 3.037 2.466
N 0.084 3.224 3.041
C 1.224 2.715 2.434
O 2.320 3.093 2.779
O 1.019 1.808 1.501
H -1.451 3.838 1.915
H -1.852 2.871 3.196
H 0.260 4.064 3.569
N -2.041 -2.214 -2.096
C -2.047 -1.797 -0.834
N -1.022 -0.994 -0.661
C -0.419 -0.944 -1.894
N -1.025 -1.679 -2.786
C 0.740 -0.092 -2.077
C 1.480 -0.002 -3.247
N 2.523 0.808 -3.361
C 2.841 1.523 -2.285
C 2.121 1.435 -1.107
N 1.066 0.636 -1.011
H -2.696 -2.822 -2.559
H -2.781 -2.065 -0.091
H 1.207 -0.600 -4.110
H 3.692 2.188 -2.366
H 2.370 2.003 -0.221
C 4.713 -2.682 -4.443
C 3.924 -2.640 -3.162
C 4.303 -1.789 -2.122
C 3.593 -1.747 -0.934
C 2.487 -2.571 -0.782
C 2.084 -3.420 -1.804
C 2.807 -3.454 -2.987
S 1.510 -2.526 0.703
C 2.728 -3.103 1.878
O 1.339 -1.074 1.106
H 5.334 -1.796 -4.556
H 4.056 -2.755 -5.310
H 5.366 -3.557 -4.454
H 5.165 -1.144 -2.251
H 3.881 -1.065 -0.141
H 1.210 -4.052 -1.674
H 2.496 -4.116 -3.786
H 3.566 -2.410 1.885
H 3.044 -4.105 1.588
H 2.238 -3.119 2.851
*
```

Summary:
Highest occupied orbital energy (alpha / beta) = -0.356 / -0.386 hartree
Energy above the lowest of the compared OMol25 structures with the same formula, charge and spin = 20.1 kcal/mol
Kohn-Sham gap (alpha / beta) = 6.330 / 7.063 eV
F_max = 0.9 eV Å⁻¹

=====

6.
DFT (ωB97M-V/def2-TZVPD) results for a cluster of 2 separate species, C30H30O7 in total at a distorted geometry.

Geometry as ORCA input:
```
! RIJCOSX wB97M-V def2-TZVPD def2/J DEFGRID3
* xyz 0 1
C -4.598 0.569 -1.899
C -3.889 -0.542 -1.173
O -2.463 -0.301 -1.227
C -1.753 -1.353 -0.732
C -0.309 -1.182 -0.947
C 0.542 -2.260 -0.430
O 0.220 -3.100 0.397
O 1.802 -2.237 -0.946
C 2.622 -3.309 -0.421
C 3.993 -3.158 -1.018
C -0.016 -0.764 -2.340
O -0.775 -1.005 -3.270
O 1.178 -0.151 -2.537
C 1.439 0.053 -3.950
C 2.919 0.082 -4.206
O -2.300 -2.293 -0.181
H -5.678 0.433 -1.772
H -4.334 1.561 -1.517
H -4.383 0.525 -2.972
H -4.217 -0.602 -0.125
H -4.083 -1.509 -1.659
H 2.660 -3.246 0.676
H 2.161 -4.267 -0.706
H 4.662 -3.900 -0.573
H 3.968 -3.334 -2.098
H 4.411 -2.163 -0.827
H 0.975 -0.774 -4.497
H 0.947 0.987 -4.242
H 3.095 0.444 -5.223
H 3.462 0.724 -3.507
H 3.330 -0.931 -4.151
C -4.147 5.107 1.016
O -3.292 4.578 -0.020
C -2.506 3.512 0.302
C -1.495 3.149 -0.622
C -0.691 2.061 -0.366
C -0.820 1.321 0.827
C 0.120 0.289 1.168
C -0.110 -0.732 2.174
C 1.168 -1.211 2.626
C 1.284 -2.074 3.704
C 0.113 -2.575 4.286
C -1.142 -2.145 3.827
C -1.262 -1.206 2.792
C 2.200 -0.511 1.882
C 1.555 0.425 1.000
C 2.325 1.395 0.369
C 3.718 1.358 0.520
C 4.340 0.413 1.347
C 3.572 -0.502 2.075
C -1.837 1.692 1.734
C -2.670 2.769 1.493
H -4.540 6.026 0.583
H -4.962 4.406 1.238
H -3.585 5.326 1.934
H -1.384 3.757 -1.521
H 0.064 1.768 -1.096
H 2.280 -2.349 4.058
H 0.179 -3.306 5.090
H -2.049 -2.550 4.280
H -2.243 -0.873 2.454
H 1.844 2.181 -0.204
H 4.325 2.095 -0.008
H 5.426 0.402 1.446
H 4.009 -1.194 2.795
H -1.945 1.151 2.667
H -3.433 3.049 2.224
*
```

Summary:
Highest occupied orbital energy = -0.284 hartree
Kohn-Sham gap = 5.781 eV
F_max = 1.9 eV Å⁻¹